ORCA calculation (the ωB97M-V functional and the def2-TZVPD basis) on a cluster of 2 separate species, C9H9N3O2 in total at a distorted geometry.

HOMO energy   -9.2774 eV
SMILES   O=c1cc[nH]c(=O)[nH]1.c1ccncc1
Gap between HOMO and LUMO   9.838 eV
F_max   3.9 eV/Å
E   -663.0647 Eh
Multiplicity   1
LUMO   0.5602 eV
Charge   0

Geometry as XYZ:
```
23
C9H9N3O2 (the ωB97M-V functional and the def2-TZVPD basis)
H 3.98622 0.41562 -2.38463
O -4.06888 2.43944 -0.21621
C 2.41856 -0.49314 0.17585
N -4.23711 0.30030 0.75775
H 1.56504 -1.01493 0.50800
H -4.57197 -1.68253 1.58773
C -2.47317 -0.66599 -0.99716
C 4.76443 0.85195 -0.35777
C 3.91752 0.22105 -1.31913
C -3.10044 -1.46603 0.10130
N 2.76434 -0.33881 -1.04451
H 5.30918 0.63559 1.81664
O -1.52710 -1.18666 -1.57370
C 4.51403 0.55238 1.02188
C -3.98287 -1.06967 0.95209
H -2.51389 1.09095 -1.91921
H -5.04039 0.51942 1.25776
H 5.54455 1.48990 -0.65771
C 3.28422 -0.03642 1.20594
H -2.75750 -2.43419 0.14004
N -2.90910 0.67034 -1.11715
H 2.82384 -0.10067 2.19831
C -3.70950 1.30209 -0.13609
```

The net atomic charges from natural (NBO), expressed in e, are: 0.194, -0.568, 0.042, -0.635, 0.192, 0.229, 0.641, -0.239, 0.015, -0.353, -0.411, 0.230, -0.566, -0.191, 0.042, 0.429, 0.401, 0.214, -0.253, 0.222, -0.650, 0.206, 0.808